# C36H48N3O2P2Rb

A structure of composition C36H48N3O2P2Rb (wB97M-V/def2-TZVPD, OMol25).

```
92
Properties=species:S:1:pos:R:3:lowdin_charge:R:1
H 0.02661 3.16052 -0.20443 0.06
H -2.76762 -1.41921 2.39616 0.06
H 4.19506 2.04385 4.55494 0.08
H -4.41182 -1.98242 2.06436 0.08
H 1.98591 -3.79864 5.12092 0.10
H -1.96869 0.76103 5.85575 0.10
H 0.36746 4.87267 0.07813 0.08
C 2.06674 2.50118 -2.59663 -0.13
C -2.27503 -0.24866 -5.63896 -0.18
H 0.23864 6.33162 -6.24746 0.09
C -1.31382 0.71987 -5.39917 0.04
C 3.80115 0.14610 2.57953 -0.13
H 2.37632 5.55914 1.48393 0.08
C 0.43794 1.48636 2.89673 -0.32
H 2.42611 3.49676 0.27300 0.07
H -3.47394 -1.15660 0.80787 0.06
H 3.04177 -0.53358 2.97410 0.06
C 2.14333 3.73214 -3.21936 -0.01
C 0.00886 2.50347 3.75759 -0.13
C -2.85623 -3.21841 1.17918 -0.56
H -1.27358 -1.05789 4.36660 0.11
H 4.01653 -0.16494 1.55549 0.07
H -3.46015 -3.57409 0.33477 0.10
C 1.09042 -2.37147 3.81719 -0.05
C -0.95133 -4.37171 -0.73500 -0.57
H -1.17805 3.08773 5.44468 0.09
H 0.92177 -3.45552 -1.38913 0.05
H 0.63167 -5.07414 -2.04801 0.08
N -1.17890 0.08005 -3.10044 0.06
C -0.79508 0.85528 -4.11564 -0.21
O -2.73269 0.66895 -7.86279 -0.05
C -1.30245 0.96974 5.02660 -0.10
N 0.18561 -0.82738 2.17571 -0.08
H 1.13105 -4.87168 -0.36633 0.07
H -2.38024 -3.87115 3.18256 0.08
C 1.05426 -4.74567 3.42813 -0.11
O 0.21585 5.46248 -5.83873 -0.05
H -2.39311 -1.45076 -2.48016 0.10
H 1.11802 6.16867 -4.10523 0.13
H -2.28484 -1.25768 -7.51755 0.13
H -3.98192 -4.36476 2.62055 0.08
C 0.31841 -4.51360 2.28211 -0.13
H -0.52037 3.33290 -5.23148 0.12
H 1.39304 -1.52568 4.42429 0.11
H -0.98948 -6.28851 0.33916 0.06
H -3.43993 -1.80574 -4.71212 0.12
C 0.35020 3.88570 0.54775 -0.13
C 1.20219 4.04899 -4.18963 -0.18
H 2.22731 5.52506 -5.32299 0.13
H 0.37360 3.51094 3.60951 0.08
C -0.91047 -0.05094 4.19445 -0.05
C 0.37674 -2.10258 2.61874 -0.35
H -1.46624 -6.37575 -1.34541 0.08
C 1.72427 3.53229 1.11587 -0.57
H 4.02850 2.22601 2.09584 0.10
H 2.78183 2.22850 -1.82708 0.11
H -3.32150 1.35742 -7.53738 0.10
H -1.51002 -3.98917 -1.59928 0.08
C 1.42182 -3.64725 4.20775 -0.09
H 2.92061 4.43502 -2.94433 0.12
C 3.21017 2.07014 4.08070 -0.11
P -1.16148 -2.94297 0.45329 0.99
Rb 0.51538 -0.33983 -0.61489 0.66
C -0.86094 2.27505 4.80466 -0.11
N 1.13612 1.58937 -2.87740 0.06
C 2.24355 4.63068 2.04811 -0.12
C 0.23914 1.88925 -3.81757 -0.21
H 4.70835 0.01691 3.17507 0.08
C 3.31162 1.59474 2.63409 -0.56
H 1.32070 -5.75327 3.71807 0.09
C 0.23536 3.10558 -4.49477 0.05
C -2.84348 -0.46211 -7.02160 -0.21
C -3.41347 -1.86580 1.63524 -0.13
C -2.94005 -4.23064 2.31671 -0.11
H 2.81190 3.08117 4.16886 0.06
C 1.24078 5.38994 -4.86611 -0.21
C -0.06056 0.16464 3.07514 -0.35
H -3.88076 -0.80087 -6.93904 0.12
H 2.54215 1.41661 4.64592 0.08
H 3.20974 4.37227 2.48111 0.06
P 1.73884 1.73368 1.64186 1.00
C -1.52896 -5.75801 -0.44451 -0.12
H -2.53341 -5.20647 2.05290 0.06
H 1.55629 4.85532 2.86314 0.06
C 0.51691 -4.44707 -1.16099 -0.13
H -2.58013 -5.70264 -0.16191 0.06
H 0.00674 -5.36865 1.69758 0.07
C -0.04525 -3.22997 1.86261 -0.32
H -0.96389 1.34106 -6.21200 0.12
H -0.40863 3.89793 1.33172 0.07
C -2.68189 -1.04404 -4.57650 -0.01
C -2.10298 -0.84688 -3.33471 -0.12
```

Highest occupied orbital energy = -5.651 eV
Spin multiplicity = 1
Molar mass = 702.22 g mol⁻¹
HOMO-LUMO gap = 5.53 eV
Electronic energy = -65909.915 eV
Energy relative to the best compared isomer or geometry (same formula, charge and spin) = 0.171 eV